{
  "formula": "C33H23F3N3SbTc",
  "method": "ωB97M-V/def2-TZVPD",
  "homo_energy_ev": [-19.20, -19.18],
  "de_lowest_ev": 0.000,
  "charge": 4,
  "multiplicity": 2,
  "s2": 0.77,
  "symbols": ["Tc", "C", "C", "C", "C", "N", "C", "C", "C", "C", "C", "C", "N", "C", "C", "C", "C", "C", "N", "H", "H", "H", "H", "H", "H", "H", "H", "H", "H", "H", "F", "C", "C", "C", "C", "C", "C", "Sb", "C", "C", "C", "C", "F", "C", "C", "C", "C", "C", "C", "F", "C", "C", "H", "H", "H", "H", "H", "H", "H", "H", "H", "H", "H", "H"],
  "positions_angstrom": [[-0.27604, -0.17903, 1.20155], [-1.61214, 3.76454, 2.50849], [-2.87945, 3.49649, 3.00656], [-3.32023, 2.17789, 3.07009], [-2.49320, 1.17034, 2.62549], [-1.27243, 1.43895, 2.07939], [-0.84335, 2.71648, 2.04642], [-2.74872, -0.26990, 2.81614], [-3.82754, -0.84341, 3.46598], [-3.80277, -2.21095, 3.71929], [-2.68241, -2.96025, 3.37802], [-1.63975, -2.32829, 2.72313], [-1.71871, -1.02605, 2.40646], [-0.31641, -2.88566, 2.41404], [0.11294, -4.15236, 2.75242], [1.44204, -4.49635, 2.54061], [2.31144, -3.55671, 2.00142], [1.81638, -2.31728, 1.65715], [0.52819, -1.98024, 1.84519], [-1.22108, 4.77195, 2.47577], [-3.51188, 4.29907, 3.36488], [-4.28784, 1.94749, 3.49344], [0.14470, 2.88291, 1.64222], [-4.66350, -0.24303, 3.79643], [-4.63538, -2.68217, 4.22598], [-2.62368, -4.00698, 3.64204], [-0.56833, -4.85985, 3.20432], [1.79831, -5.48169, 2.81356], [3.35809, -3.78192, 1.85254], [2.45206, -1.55258, 1.22878], [6.89736, 1.76967, -2.93949], [5.67387, 1.59088, -2.53076], [5.25679, 0.33243, -2.12193], [3.89582, 0.12884, -1.65552], [2.98244, 1.14844, -1.62435], [3.43646, 2.40928, -2.05409], [4.79291, 2.63728, -2.50667], [0.92782, 1.02836, -1.00410], [0.22163, -0.98805, -1.23444], [-1.02335, -1.18051, -0.60934], [-1.75458, -2.36712, -0.71469], [-1.16147, -3.39994, -1.40709], [-1.78370, -4.54829, -1.50544], [0.10953, -3.27515, -1.99444], [0.80036, -2.08895, -1.89268], [0.03203, 2.15948, -2.50399], [0.47468, 2.04743, -3.82627], [-0.14379, 2.78546, -4.81580], [-1.19657, 3.62082, -4.46200], [-1.77777, 4.31382, -5.39041], [-1.65082, 3.74484, -3.15613], [-1.02783, 3.00566, -2.16877], [5.95775, -0.49554, -2.15215], [3.63453, -0.87167, -1.33166], [2.77080, 3.26758, -2.06685], [5.11099, 3.62222, -2.83018], [-1.60309, -0.26948, -0.23326], [-2.73491, -2.49011, -0.27287], [0.50820, -4.11667, -2.54907], [1.75004, -1.99669, -2.40390], [1.28305, 1.37913, -4.10056], [0.15982, 2.72426, -5.85267], [-2.47153, 4.41646, -2.94236], [-1.36678, 3.10442, -1.14387]],
  "forces_ev_per_angstrom": [[-0.0466, -0.0382, -0.1425], [-0.0220, -0.0119, -0.0057], [0.0187, 0.0106, -0.0085], [-0.0015, -0.0138, 0.0015], [-0.0747, -0.0603, 0.0343], [0.1050, -0.3127, 0.0180], [0.0992, 0.0585, -0.0169], [0.0008, 0.0641, -0.0078], [-0.0079, -0.0370, -0.0008], [0.0345, 0.0107, -0.0173], [-0.0516, 0.0141, 0.0068], [0.0516, -0.0284, 0.0052], [-0.0008, 0.0289, -0.0188], [-0.0598, -0.0193, -0.0057], [-0.0281, 0.0323, 0.0096], [0.0425, -0.0075, -0.0047], [-0.0236, -0.0205, 0.0176], [0.0792, 0.0984, -0.0098], [-0.1530, 0.1787, 0.0068], [0.0060, 0.0006, -0.0025], [0.0004, 0.0009, 0.0028], [-0.0004, -0.0010, -0.0027], [0.0010, 0.0036, 0.0022], [-0.0011, -0.0033, 0.0005], [0.0009, 0.0017, -0.0024], [-0.0019, -0.0004, -0.0028], [-0.0068, 0.0033, -0.0008], [0.0027, -0.0037, 0.0000], [0.0038, 0.0091, -0.0043], [0.0035, -0.0086, -0.0124], [-0.2762, -0.2729, 0.1453], [0.3101, 1.6392, -0.4827], [-0.9912, -1.4989, 0.6694], [0.1821, -0.1285, -0.0054], [0.2055, -1.2759, 0.1888], [1.9552, 1.4044, -0.9458], [-1.4189, 0.1857, 0.3557], [-0.0198, -0.0603, 0.0081], [0.2311, 0.0313, 0.0064], [-0.0370, -0.0177, 0.0402], [-0.0109, -0.0241, 0.0398], [-0.0083, 0.0022, 0.0137], [-0.0093, 0.0031, -0.0058], [-0.0275, -0.0086, -0.0030], [0.0079, 0.0801, 0.0175], [-0.0101, -0.0256, 0.1067], [0.0239, -0.0402, -0.0137], [0.0674, -0.0737, 0.0283], [0.2495, -0.2980, 0.4156], [-0.3678, 0.4388, -0.5883], [0.0068, -0.0267, 0.0849], [0.0219, 0.0312, 0.0300], [-0.0180, -0.0359, 0.0129], [0.0949, 0.0021, -0.0426], [0.0256, -0.0062, 0.0020], [-0.0787, -0.0095, 0.0314], [-0.0869, 0.0716, 0.0169], [-0.0060, -0.0156, -0.0065], [-0.0033, -0.0076, 0.0032], [0.0043, 0.0062, 0.0192], [0.0088, -0.0144, -0.0049], [0.0104, -0.0019, 0.0079], [0.0032, -0.0066, 0.0061], [-0.0085, 0.0037, 0.0101]],
  "mulliken_spin": [0.0125, 0.0005, 0.0004, -0.0009, 0.0033, -0.0009, -0.0006, -0.0040, 0.0007, -0.0001, 0.0005, 0.0002, 0.0001, -0.0006, 0.0007, -0.0004, 0.0008, -0.0009, 0.0001, 0.0000, -0.0001, -0.0001, 0.0002, 0.0002, 0.0000, -0.0001, 0.0002, -0.0001, 0.0000, -0.0007, 0.0227, 0.1926, 0.2645, 0.1283, 0.1224, 0.1752, 0.0145, 0.0135, 0.0027, -0.0019, 0.0001, 0.0004, -0.0002, 0.0004, -0.0010, 0.0118, 0.0014, 0.0029, -0.0007, 0.0000, 0.0060, -0.0027, -0.0134, 0.0340, 0.0110, 0.0038, 0.0025, -0.0001, 0.0001, 0.0014, -0.0034, 0.0002, 0.0001, 0.0001]
}



{
  "formula": "C12H36O18S3",
  "method": "ωB97M-V/def2-TZVPD",
  "homo_energy_ev": -9.82,
  "de_lowest_ev": 2.630,
  "smiles": "O=S1(=O)OCCO1.O=S1(=O)OCCO1.O=S1(=O)OCCO1.CO.CO.CO.CO.CO.CO",
  "symbols": ["C", "O", "H", "H", "H", "H", "C", "O", "H", "H", "H", "H", "C", "O", "H", "H", "H", "H", "C", "O", "H", "H", "H", "H", "C", "O", "H", "H", "H", "H", "C", "O", "H", "H", "H", "H", "C", "C", "O", "S", "O", "O", "O", "H", "H", "H", "H", "C", "C", "O", "S", "O", "O", "O", "H", "H", "H", "H", "C", "C", "O", "S", "O", "O", "O", "H", "H", "H", "H"],
  "positions_angstrom": [[3.49259, 2.25090, -1.40515], [3.27821, 2.45060, -2.83289], [3.98297, 3.06111, -0.86554], [2.50715, 1.97744, -1.02800], [4.06485, 1.33842, -1.23781], [3.06064, 1.60059, -3.22244], [0.04856, -3.63023, 0.06152], [-1.07725, -3.41271, -0.80793], [1.01327, -3.57195, -0.44250], [0.24711, -2.85019, 0.79651], [-0.06144, -4.54961, 0.63661], [-1.06874, -4.04764, -1.52792], [-0.77830, 3.94030, -0.03948], [-0.81300, 4.56357, 1.29805], [-0.36321, 2.94054, 0.08811], [-1.81353, 3.81411, -0.35647], [-0.32038, 4.56955, -0.80267], [-0.27531, 4.05649, 1.91073], [-3.32550, 2.22901, -1.98586], [-3.45751, 2.42841, -3.29345], [-3.74536, 1.27307, -1.67280], [-2.26724, 2.17477, -1.73045], [-3.75961, 3.04385, -1.40649], [-3.42028, 3.36455, -3.50287], [1.78821, 3.28829, 3.38590], [0.59846, 2.66229, 2.78255], [1.52966, 4.27343, 3.77418], [2.16230, 2.70348, 4.22623], [2.46213, 3.42968, 2.54095], [0.76279, 1.72330, 2.66900], [-0.16502, -0.02766, -0.55310], [-1.43874, -0.53462, -0.83580], [-0.02347, 1.05289, -0.53094], [0.04171, -0.16952, 0.50767], [0.61772, -0.52876, -1.12259], [-1.33226, -1.47386, -0.66821], [-2.74131, -0.68660, -4.03290], [-2.14955, -2.05271, -4.32568], [-1.04597, -1.85175, -5.20227], [-1.00426, -0.33896, -5.90953], [-1.00893, -0.53950, -7.37746], [0.05281, 0.46516, -5.26340], [-2.55741, 0.00839, -5.24011], [-2.17127, -0.12614, -3.29192], [-3.82083, -0.67353, -3.88266], [-2.92165, -2.63580, -4.82763], [-1.85241, -2.53736, -3.39567], [-1.68036, -3.62379, 3.39504], [-2.32391, -2.32123, 2.76074], [-3.60284, -2.05796, 3.31130], [-3.60403, -2.62134, 4.91613], [-4.93267, -3.01376, 5.35893], [-2.80294, -1.72345, 5.74065], [-2.58458, -3.94921, 4.44307], [-0.62758, -3.51965, 3.65756], [-1.61324, -4.43170, 2.66642], [-2.44262, -2.29082, 1.67766], [-1.69554, -1.50109, 3.10806], [4.31822, 0.80495, 2.00540], [5.34411, -0.32510, 2.08077], [4.55147, -1.48479, 2.18925], [3.25989, -1.28389, 1.19024], [2.04347, -1.77027, 1.91003], [3.49272, -1.78709, -0.19762], [3.40373, 0.32568, 1.10463], [4.86605, 1.65778, 1.60457], [3.68576, 1.06906, 2.85295], [5.99624, -0.11777, 2.92920], [6.01703, -0.47935, 1.23727]],
  "forces_ev_per_angstrom": [[-0.9457, -1.5794, -1.2235], [0.8641, 0.7674, 1.0198], [-0.3303, 0.3203, -0.6129], [-0.0435, 0.5618, 0.7389], [0.4489, 0.0204, -0.0684], [-0.0323, -0.0728, 0.0912], [0.5602, -0.1178, 0.0633], [0.4012, 0.5425, 0.8218], [-0.0717, -0.6099, -0.5531], [-1.1330, 0.4714, -0.0629], [0.0887, -0.2059, -0.2435], [0.2040, -0.0939, 0.0787], [-0.8540, 0.3021, 1.9481], [-0.1530, 0.3033, -1.6839], [0.3223, 0.1848, -0.4808], [-0.0100, -0.0076, 0.1440], [0.5604, -0.0987, 0.3020], [0.0215, -0.4418, -0.2485], [0.9393, -0.2547, 3.1385], [-0.8487, 0.3596, -3.8213], [-0.2715, 0.0364, -0.0833], [0.2685, -0.0604, 0.3985], [-0.2181, -0.1020, 0.3807], [0.0610, -0.1143, -0.0572], [-1.1105, -0.4278, -0.9693], [0.7186, 0.6578, 1.0202], [-0.3315, -0.1332, -0.1475], [0.2250, -0.1176, -0.2403], [0.6174, -0.0367, 0.4547], [0.0438, -0.0375, -0.0034], [0.9014, 0.1374, 1.4360], [-0.2119, 0.6194, -0.3038], [-0.7050, 0.1062, -1.2377], [0.3022, -0.6928, 0.4175], [0.1285, 0.1989, -0.2092], [-0.4340, -0.5014, -0.2730], [0.8568, 0.5140, -0.0094], [-0.8586, 0.1065, 0.3087], [0.7252, 1.0149, -0.5473], [-0.3192, -0.8782, 0.5503], [-0.3846, 0.9292, 3.9156], [-2.6183, -1.7050, -1.5410], [2.1825, 0.9140, -3.1648], [-0.3533, -0.3334, 0.5524], [0.2039, -0.1537, 0.3570], [0.2448, -0.2851, -0.1734], [0.3530, -0.0396, -0.2181], [-1.2844, 0.6796, -1.2023], [1.4007, 0.5926, 0.5109], [-0.9244, -1.2306, 2.4785], [1.4749, 0.1972, -1.2061], [2.7170, 0.2908, -1.3468], [-1.3086, -1.5091, -1.4094], [-1.2809, 0.7182, 1.4693], [-0.2324, 0.6729, 0.8470], [-0.8368, -0.2908, 0.0965], [0.1110, -0.2995, 0.1490], [0.1959, 0.2031, -0.4557], [1.6729, 0.5487, 0.2128], [0.5553, 0.9151, 1.0327], [-1.5751, -0.6992, -0.5103], [-1.4781, -2.3301, -1.6474], [3.4681, 1.7382, -1.7264], [-0.4932, 1.3155, 4.0511], [-2.2087, -1.6561, -2.0356], [-0.5293, 0.3254, -0.1164], [1.1042, -0.0476, 0.8630], [-0.2487, -0.8004, 0.4222], [-0.3039, 0.6991, -0.4368]],
  "mulliken_charge": [-0.4068, -0.5481, 0.2965, 0.1314, 0.2448, 0.2929, -0.4818, -0.5034, 0.3697, -0.0382, 0.4039, 0.2619, 0.4210, -0.5882, -0.2827, -0.0442, 0.2981, 0.4068, -0.3627, -0.5069, 0.2107, -0.0707, 0.4642, 0.2801, -0.5812, -0.5776, 0.3087, 0.3089, 0.2222, 0.2616, -0.3919, -0.3934, -0.0693, 0.1878, 0.3484, 0.1515, -0.0546, 0.1737, -0.3507, 1.0672, -0.5287, -0.4796, -0.3950, -0.0329, 0.3913, 0.3442, -0.1742, -0.0093, -0.2321, -0.3865, 1.0375, -0.4944, -0.5050, -0.4306, 0.2550, 0.1932, 0.3430, 0.2405, -0.2793, -0.4890, -0.3316, 1.1291, -0.5362, -0.6161, -0.0670, 0.2679, 0.2041, 0.3793, 0.3431]
}



{
  "formula": "C17H21N5O2S",
  "method": "ωB97M-V/def2-TZVPD",
  "homo_energy_ev": -8.56,
  "de_lowest_ev": 1.488,
  "smiles": "Cc1cccc(C(=O)N[C@H](C)/C=C/C(=O)N[C@H](C)c2nncs2)c1N",
  "symbols": ["C", "C", "C", "C", "C", "C", "C", "O", "N", "C", "C", "C", "C", "C", "O", "N", "C", "C", "C", "N", "N", "C", "S", "C", "N", "H", "H", "H", "H", "H", "H", "H", "H", "H", "H", "H", "H", "H", "H", "H", "H", "H", "H", "H", "H", "H"],
  "positions_angstrom": [[1.78928, -4.10456, -4.74157], [2.52543, -3.37354, -3.65555], [3.86651, -3.05280, -3.79288], [4.55010, -2.36050, -2.80264], [3.87119, -1.96638, -1.66686], [2.52110, -2.27819, -1.49601], [1.80853, -1.82441, -0.25628], [0.92168, -2.47355, 0.28140], [2.21441, -0.62069, 0.22994], [1.61926, 0.02171, 1.40450], [1.80614, -0.81277, 2.67010], [0.17029, 0.34993, 1.17038], [-0.32119, 1.57997, 1.22743], [-1.77219, 1.82900, 1.00942], [-2.57046, 0.95146, 0.73187], [-2.14523, 3.13958, 1.11723], [-3.55250, 3.49989, 1.09090], [-3.72519, 4.94792, 0.65702], [-4.17146, 3.26070, 2.44864], [-3.93053, 4.02969, 3.46304], [-4.55247, 3.61858, 4.60429], [-5.24648, 2.54238, 4.41685], [-5.19291, 1.93076, 2.81771], [1.84875, -3.02282, -2.47537], [0.46301, -3.31054, -2.40985], [1.49821, -5.10826, -4.42316], [0.86906, -3.57929, -4.99866], [2.41032, -4.20223, -5.63081], [4.38301, -3.34309, -4.70032], [5.60001, -2.12829, -2.91990], [4.40116, -1.43946, -0.88322], [2.77935, -0.04845, -0.37263], [2.16702, 0.95882, 1.52590], [1.46068, -0.24531, 3.53427], [1.24146, -1.73993, 2.60719], [2.86116, -1.05155, 2.80729], [-0.49638, -0.47876, 0.95816], [0.31898, 2.43185, 1.43841], [-1.51734, 3.78172, 1.57438], [-4.02156, 2.82805, 0.37399], [-4.78279, 5.20461, 0.61193], [-3.24955, 5.61949, 1.37194], [-3.28306, 5.09425, -0.32765], [-5.81062, 2.06813, 5.20493], [0.31521, -4.29059, -2.18481], [0.06058, -2.83251, -1.61091]],
  "forces_ev_per_angstrom": [[-0.0002, 0.0045, 0.0089], [0.0510, -0.2603, 0.1199], [0.0030, -0.0032, 0.0066], [-0.0092, 0.0028, 0.0085], [0.0023, -0.0020, -0.0170], [0.0211, -0.0210, 0.0134], [-0.0383, 0.0306, -0.0619], [0.0115, -0.0202, 0.0272], [0.0161, -0.0045, 0.0128], [-0.0003, 0.0110, -0.0004], [-0.0079, 0.0003, 0.0034], [0.0037, 0.0197, 0.0044], [0.0165, -0.0471, 0.0125], [0.0179, -0.0026, -0.0233], [-0.0096, 0.0099, 0.0107], [-0.0215, -0.0100, 0.0042], [-0.0130, 0.0001, 0.0092], [0.0209, -0.0050, 0.0070], [0.0119, 0.0073, 0.0166], [-0.0472, 0.0081, -0.0172], [0.0320, -0.0293, 0.0103], [-0.0285, 0.0192, -0.0334], [0.0323, -0.0117, 0.0179], [-0.0698, 0.3629, -0.2624], [0.0087, -0.0211, 0.5294], [0.0023, -0.0007, 0.0021], [0.0003, 0.0001, 0.0010], [0.0001, 0.0021, -0.0010], [-0.0002, 0.0018, -0.0012], [0.0008, -0.0007, -0.0032], [-0.0072, 0.0029, 0.0068], [0.0067, -0.0005, -0.0047], [-0.0012, 0.0000, 0.0012], [-0.0021, -0.0035, 0.0031], [0.0016, 0.0040, -0.0010], [0.0026, 0.0010, -0.0016], [-0.0054, 0.0064, -0.0016], [0.0035, 0.0042, 0.0002], [0.0036, 0.0060, -0.0095], [-0.0107, 0.0143, -0.0108], [0.0012, 0.0016, 0.0013], [-0.0050, 0.0012, -0.0005], [0.0002, -0.0020, -0.0012], [0.0025, 0.0048, 0.0070], [0.0028, -0.0817, -0.3853], [0.0002, 0.0003, -0.0084]],
  "mulliken_charge": [-1.3361, 1.0545, -0.5999, -0.8338, -0.6755, 0.5594, 0.3772, -0.6798, -0.2113, 0.1358, -1.5728, -0.2262, -0.6746, 0.6603, -0.7028, -0.2093, 0.3423, -1.5583, 0.1774, -0.2075, -0.5940, -0.1026, -0.0584, -0.0666, -0.6662, 0.2712, 0.3331, 0.3942, 0.3453, 0.3958, 0.5030, 0.3461, 0.3770, 0.4654, 0.3121, 0.3817, 0.4949, 0.2059, 0.3190, 0.3979, 0.3704, 0.3575, 0.4204, 0.4554, 0.2480, 0.2744]
}



no.,E_tot (eV)
1,-55909.7376
2,-82379.5692
3,-40351.0600